Molecular formula: C33H65NOP
Method: DFT, ωB97M-V/def2-TZVPD

Summary:
Gap between HOMO and LUMO   8.787 eV
M   522.863 g mol⁻¹
Charge   +1

CARTESIAN COORDINATES (ANGSTROEM)
P 4.908 0.112 0.450
O -5.551 -0.020 -4.819
N -6.022 2.117 -4.089
C -2.099 2.784 0.855
C 7.967 2.032 -0.001
C 2.841 -1.452 1.916
C -7.015 1.485 -0.496
C 6.508 2.500 0.009
C -5.454 0.657 -2.443
C 6.331 -0.978 0.518
C -5.642 0.797 -3.943
C 3.366 1.382 -1.596
C 1.904 1.175 -1.195
C 4.322 0.229 -1.245
C 6.251 -2.467 0.146
C 2.201 -2.094 0.673
C 5.993 -3.199 2.605
C -3.751 -0.275 2.580
C -8.070 3.881 -0.019
C -6.738 1.356 -1.994
C -5.944 -2.708 -0.466
C -3.563 1.127 2.003
C 5.585 -3.409 1.151
C -6.208 -1.646 -1.572
C -5.050 -0.696 -1.860
C 1.163 0.201 -2.108
C -4.671 -1.185 1.718
C 5.516 1.754 0.914
C 3.661 -0.166 1.717
C -4.479 -2.998 -0.171
C 8.594 1.845 1.377
C -3.792 -2.143 0.917
C 0.691 -1.879 0.599
C -7.558 2.789 -0.190
C -6.604 2.627 -2.841
C -2.374 1.286 1.064
H 4.501 -3.339 1.050
H 0.299 -2.266 -0.341
H 0.434 -0.819 0.664
H -5.270 -0.592 1.043
H -6.482 2.347 -4.956
H 3.730 2.306 -1.141
H -6.423 -2.176 -2.489
H -7.125 -1.130 -1.326
H -6.369 -3.632 -0.836
H -6.143 1.276 0.102
H 1.642 -0.780 -2.138
H 5.828 -4.433 0.865
H 0.183 -2.398 1.413
H 3.917 -0.727 -1.582
H -4.678 1.350 -2.112
H 6.501 3.543 0.333
H 5.814 -2.176 2.945
H -8.450 4.852 0.092
H -3.044 -1.525 0.425
H -2.806 -0.798 2.663
H 2.670 -1.737 -0.246
H 6.822 -0.847 1.485
H -4.411 -1.162 -2.602
H 5.233 0.365 -1.840
H 6.138 2.504 -1.019
H 4.193 0.009 2.660
H 7.049 -3.427 2.757
H 1.395 2.140 -1.238
H -3.885 -2.946 -1.071
H 5.896 1.690 1.937
H 8.647 2.793 1.914
H -2.588 0.880 0.083
H 9.609 1.460 1.279
H -5.801 3.206 -2.381
H 8.072 1.113 -0.584
H -4.446 1.406 1.444
H -4.418 -4.032 0.144
H 7.023 -0.548 -0.211
H 7.279 -2.807 0.003
H -7.573 0.836 -2.466
H 3.411 1.540 -2.675
H -7.768 0.755 -0.243
H 1.828 0.839 -0.158
H -6.532 -2.452 0.406
H 5.762 -2.576 -0.826
H 8.549 2.777 -0.546
H -2.954 3.208 0.345
H -1.959 3.249 1.819
H -4.418 -0.505 -1.002
H -3.230 -2.740 1.623
H 2.376 -3.171 0.701
H -1.223 2.939 0.239
H 0.140 0.059 -1.761
H 1.118 0.586 -3.127
H -4.170 -0.226 3.575
H 2.063 -1.221 2.645
H 2.968 0.678 1.646
H -1.472 0.847 1.470
H 3.467 -2.189 2.420
H -5.283 -1.738 2.415
H 4.618 2.376 0.990
H -3.447 1.829 2.822
H 8.042 1.135 1.995
H 5.413 -3.854 3.256
H -7.479 3.247 -2.915

=====

Molecular formula: C33H66BBrN5O4S
Method: DFT, ωB97M-V/def2-TZVPD

Summary:
Gap between HOMO and LUMO (alpha / beta)   6.476 / 5.440 eV
2S+1   3
M   719.705 g mol⁻¹
Charge   -1
Expectation value of S²   2.0096

CARTESIAN COORDINATES (ANGSTROEM)
Br 2.725 2.589 5.313
S -1.015 3.197 4.025
O 0.216 -5.717 -0.083
O 3.439 4.117 2.428
O -5.061 -2.137 -1.636
O 4.327 1.890 2.275
N -5.445 -1.474 -2.815
N 4.331 2.193 -0.066
N -0.167 -5.054 -1.262
N 5.820 6.666 2.669
N 1.621 0.771 -0.443
C 7.245 5.376 4.398
C 0.319 -3.631 -1.154
C -5.829 0.811 -1.757
C -1.648 -5.251 -1.429
C 5.870 4.010 2.226
C -3.470 0.040 -2.232
C -7.414 -3.124 -2.640
C -0.558 4.385 2.600
C -2.034 -2.848 -0.546
C -6.926 -1.671 -2.982
C 1.807 -3.540 -0.679
C 4.578 2.960 4.545
C 3.394 1.979 1.103
C -7.311 0.732 -2.099
C -2.137 -6.704 -1.087
C 5.237 1.167 -0.204
C 6.271 5.404 3.053
C 1.387 3.951 0.679
C 5.631 1.774 4.965
C 4.892 -0.294 -0.940
C 2.514 3.271 1.657
C -0.552 -2.769 -0.204
C -2.019 -5.109 -2.935
C 2.265 0.784 0.930
C -0.137 3.576 1.233
C 6.820 1.307 0.319
C 0.350 -2.947 -2.547
C -4.927 0.633 -4.100
C -7.777 -0.715 -2.099
C 4.980 0.653 5.989
C -4.958 -0.051 -2.707
C -2.500 -4.295 -0.546
C -7.296 -1.529 -4.488
B 4.554 3.233 2.917
H -3.031 -4.709 -3.062
H 5.911 -0.635 -1.443
H 2.173 -2.507 -0.726
H -3.104 1.073 -2.279
H 1.433 3.610 -0.442
H -2.817 -0.567 -2.870
H 6.219 7.365 3.362
H 7.318 2.318 -0.002
H -8.309 -1.129 -4.615
H -7.366 -3.343 -1.567
H -7.263 -2.496 -5.001
H 4.104 -0.185 -1.804
H -0.233 -1.719 -0.241
H -1.576 4.956 2.350
H 0.219 5.185 2.958
H -3.336 -0.283 -1.194
H 4.143 -0.005 5.450
H -0.641 -2.705 -2.937
H 6.915 1.185 1.490
H 5.858 -0.117 6.235
H 1.424 0.794 1.743
H 4.918 3.980 5.058
H 2.862 -0.238 1.086
H -0.185 2.427 1.473
H -3.184 -6.841 -1.386
H -8.461 -3.261 -2.939
H -2.243 -2.381 -1.513
H -3.553 -4.329 -0.855
H -1.350 -4.477 -3.509
H 5.583 4.351 1.124
H -5.687 0.489 -0.716
H 6.735 5.997 5.275
H -1.035 1.867 3.561
H -5.918 0.875 -4.491
H 7.253 4.250 4.790
H -4.398 1.594 -4.057
H 1.461 5.140 0.764
H -2.089 -6.923 -0.014
H -6.821 -3.881 -3.168
H 6.104 1.194 4.056
H 8.349 5.704 4.188
H 0.879 -1.986 -2.504
H -7.520 1.199 -3.066
H 1.942 -3.862 0.359
H -2.486 -4.648 0.494
H -8.830 -0.749 -2.408
H -0.881 3.917 0.378
H 6.841 3.335 2.258
H 1.855 2.789 2.511
H -5.510 1.860 -1.794
H 0.591 0.936 -0.262
H 6.541 2.300 5.520
H -1.544 -7.461 -1.615
H -7.885 1.298 -1.356
H -4.404 0.012 -4.836
H -1.985 -6.076 -3.448
H 0.874 -3.568 -3.283
H 4.621 -1.097 -0.129
H -7.763 -1.068 -1.059
H 4.612 1.107 7.012
H -0.410 -3.091 0.837
H 7.466 0.418 -0.146
H -6.627 -0.897 -5.062
H 2.461 -4.147 -1.317
H -2.608 -2.282 0.197
H 1.977 1.532 -1.064

=====

> M of number 2 (C33H66BBrN5O4S)?

719.705 g mol⁻¹

=====

Please write out number 1 again, unchanged.
Molecular formula: C33H65NOP
Method: DFT, ωB97M-V/def2-TZVPD

Summary:
Gap between HOMO and LUMO   8.787 eV
M   522.863 g mol⁻¹
Charge   +1

CARTESIAN COORDINATES (ANGSTROEM)
P 4.908 0.112 0.450
O -5.551 -0.020 -4.819
N -6.022 2.117 -4.089
C -2.099 2.784 0.855
C 7.967 2.032 -0.001
C 2.841 -1.452 1.916
C -7.015 1.485 -0.496
C 6.508 2.500 0.009
C -5.454 0.657 -2.443
C 6.331 -0.978 0.518
C -5.642 0.797 -3.943
C 3.366 1.382 -1.596
C 1.904 1.175 -1.195
C 4.322 0.229 -1.245
C 6.251 -2.467 0.146
C 2.201 -2.094 0.673
C 5.993 -3.199 2.605
C -3.751 -0.275 2.580
C -8.070 3.881 -0.019
C -6.738 1.356 -1.994
C -5.944 -2.708 -0.466
C -3.563 1.127 2.003
C 5.585 -3.409 1.151
C -6.208 -1.646 -1.572
C -5.050 -0.696 -1.860
C 1.163 0.201 -2.108
C -4.671 -1.185 1.718
C 5.516 1.754 0.914
C 3.661 -0.166 1.717
C -4.479 -2.998 -0.171
C 8.594 1.845 1.377
C -3.792 -2.143 0.917
C 0.691 -1.879 0.599
C -7.558 2.789 -0.190
C -6.604 2.627 -2.841
C -2.374 1.286 1.064
H 4.501 -3.339 1.050
H 0.299 -2.266 -0.341
H 0.434 -0.819 0.664
H -5.270 -0.592 1.043
H -6.482 2.347 -4.956
H 3.730 2.306 -1.141
H -6.423 -2.176 -2.489
H -7.125 -1.130 -1.326
H -6.369 -3.632 -0.836
H -6.143 1.276 0.102
H 1.642 -0.780 -2.138
H 5.828 -4.433 0.865
H 0.183 -2.398 1.413
H 3.917 -0.727 -1.582
H -4.678 1.350 -2.112
H 6.501 3.543 0.333
H 5.814 -2.176 2.945
H -8.450 4.852 0.092
H -3.044 -1.525 0.425
H -2.806 -0.798 2.663
H 2.670 -1.737 -0.246
H 6.822 -0.847 1.485
H -4.411 -1.162 -2.602
H 5.233 0.365 -1.840
H 6.138 2.504 -1.019
H 4.193 0.009 2.660
H 7.049 -3.427 2.757
H 1.395 2.140 -1.238
H -3.885 -2.946 -1.071
H 5.896 1.690 1.937
H 8.647 2.793 1.914
H -2.588 0.880 0.083
H 9.609 1.460 1.279
H -5.801 3.206 -2.381
H 8.072 1.113 -0.584
H -4.446 1.406 1.444
H -4.418 -4.032 0.144
H 7.023 -0.548 -0.211
H 7.279 -2.807 0.003
H -7.573 0.836 -2.466
H 3.411 1.540 -2.675
H -7.768 0.755 -0.243
H 1.828 0.839 -0.158
H -6.532 -2.452 0.406
H 5.762 -2.576 -0.826
H 8.549 2.777 -0.546
H -2.954 3.208 0.345
H -1.959 3.249 1.819
H -4.418 -0.505 -1.002
H -3.230 -2.740 1.623
H 2.376 -3.171 0.701
H -1.223 2.939 0.239
H 0.140 0.059 -1.761
H 1.118 0.586 -3.127
H -4.170 -0.226 3.575
H 2.063 -1.221 2.645
H 2.968 0.678 1.646
H -1.472 0.847 1.470
H 3.467 -2.189 2.420
H -5.283 -1.738 2.415
H 4.618 2.376 0.990
H -3.447 1.829 2.822
H 8.042 1.135 1.995
H 5.413 -3.854 3.256
H -7.479 3.247 -2.915

=====

Please write out number 1 again, unchanged.
Molecular formula: C33H65NOP
Method: DFT, ωB97M-V/def2-TZVPD

Summary:
Gap between HOMO and LUMO   8.787 eV
M   522.863 g mol⁻¹
Charge   +1

CARTESIAN COORDINATES (ANGSTROEM)
P 4.908 0.112 0.450
O -5.551 -0.020 -4.819
N -6.022 2.117 -4.089
C -2.099 2.784 0.855
C 7.967 2.032 -0.001
C 2.841 -1.452 1.916
C -7.015 1.485 -0.496
C 6.508 2.500 0.009
C -5.454 0.657 -2.443
C 6.331 -0.978 0.518
C -5.642 0.797 -3.943
C 3.366 1.382 -1.596
C 1.904 1.175 -1.195
C 4.322 0.229 -1.245
C 6.251 -2.467 0.146
C 2.201 -2.094 0.673
C 5.993 -3.199 2.605
C -3.751 -0.275 2.580
C -8.070 3.881 -0.019
C -6.738 1.356 -1.994
C -5.944 -2.708 -0.466
C -3.563 1.127 2.003
C 5.585 -3.409 1.151
C -6.208 -1.646 -1.572
C -5.050 -0.696 -1.860
C 1.163 0.201 -2.108
C -4.671 -1.185 1.718
C 5.516 1.754 0.914
C 3.661 -0.166 1.717
C -4.479 -2.998 -0.171
C 8.594 1.845 1.377
C -3.792 -2.143 0.917
C 0.691 -1.879 0.599
C -7.558 2.789 -0.190
C -6.604 2.627 -2.841
C -2.374 1.286 1.064
H 4.501 -3.339 1.050
H 0.299 -2.266 -0.341
H 0.434 -0.819 0.664
H -5.270 -0.592 1.043
H -6.482 2.347 -4.956
H 3.730 2.306 -1.141
H -6.423 -2.176 -2.489
H -7.125 -1.130 -1.326
H -6.369 -3.632 -0.836
H -6.143 1.276 0.102
H 1.642 -0.780 -2.138
H 5.828 -4.433 0.865
H 0.183 -2.398 1.413
H 3.917 -0.727 -1.582
H -4.678 1.350 -2.112
H 6.501 3.543 0.333
H 5.814 -2.176 2.945
H -8.450 4.852 0.092
H -3.044 -1.525 0.425
H -2.806 -0.798 2.663
H 2.670 -1.737 -0.246
H 6.822 -0.847 1.485
H -4.411 -1.162 -2.602
H 5.233 0.365 -1.840
H 6.138 2.504 -1.019
H 4.193 0.009 2.660
H 7.049 -3.427 2.757
H 1.395 2.140 -1.238
H -3.885 -2.946 -1.071
H 5.896 1.690 1.937
H 8.647 2.793 1.914
H -2.588 0.880 0.083
H 9.609 1.460 1.279
H -5.801 3.206 -2.381
H 8.072 1.113 -0.584
H -4.446 1.406 1.444
H -4.418 -4.032 0.144
H 7.023 -0.548 -0.211
H 7.279 -2.807 0.003
H -7.573 0.836 -2.466
H 3.411 1.540 -2.675
H -7.768 0.755 -0.243
H 1.828 0.839 -0.158
H -6.532 -2.452 0.406
H 5.762 -2.576 -0.826
H 8.549 2.777 -0.546
H -2.954 3.208 0.345
H -1.959 3.249 1.819
H -4.418 -0.505 -1.002
H -3.230 -2.740 1.623
H 2.376 -3.171 0.701
H -1.223 2.939 0.239
H 0.140 0.059 -1.761
H 1.118 0.586 -3.127
H -4.170 -0.226 3.575
H 2.063 -1.221 2.645
H 2.968 0.678 1.646
H -1.472 0.847 1.470
H 3.467 -2.189 2.420
H -5.283 -1.738 2.415
H 4.618 2.376 0.990
H -3.447 1.829 2.822
H 8.042 1.135 1.995
H 5.413 -3.854 3.256
H -7.479 3.247 -2.915

=====

> The lowest M belongs to which entry?

C33H65NOP